Record 1
Entry from the OMol25 dataset: a cluster of 2 separate species, CH2IN in total in a non-equilibrium geometry (the ωB97M-V functional and the def2-TZVPD basis).

- Charge: 0
- Relative energy (zero: lowest compared OMol25 entry of this formula, charge and spin): 2.9 kcal per mole
- 2S+1: 1
- SMILES: C#N.I

```
5
CH2IN (the ωB97M-V functional and the def2-TZVPD basis)
C -1.144 -1.054 -0.688
N -1.186 -0.288 -1.552
I 1.397 1.381 1.733
H -1.149 -1.841 0.053
H 2.083 1.802 0.454
```

Population analysis type natural (NBO), resulting atomic charges in e: C 0.07; N -0.31; I -0.09; H 0.24; H 0.09

Record 2
Entry from the OMol25 dataset: a cluster of 12 separate species, C12H48N24O12 in total in a non-equilibrium geometry (the ωB97M-V functional and the def2-TZVPD basis).

- Charge: 0
- Relative energy (zero: lowest compared OMol25 entry of this formula, charge and spin): 286.5 kcal per mole
- 2S+1: 1
- SMILES: NC(N)=O.NC(N)=O.NC(N)=O.NC(N)=O.NC(N)=O.NC(N)=O.NC(N)=O.NC(N)=O.NC(N)=O.NC(N)=O.NC(N)=O.NC(N)=O

```
96
C12H48N24O12 (the ωB97M-V functional and the def2-TZVPD basis)
C 0.393 -0.397 -0.079
O 0.339 -1.533 -0.429
N 1.168 0.118 0.894
N -0.289 0.583 -0.658
H 1.855 -0.550 1.213
H 1.190 1.127 0.938
H -0.975 0.337 -1.357
H -0.275 1.513 -0.263
C -1.546 -9.225 1.932
O -2.610 -8.679 2.137
N -0.484 -8.658 1.589
N -1.470 -10.476 2.157
H 0.464 -8.932 1.806
H -0.658 -7.663 1.596
H -0.644 -11.028 1.974
H -2.388 -10.816 2.403
C 1.898 -6.618 7.522
O 1.047 -6.937 8.360
N 2.778 -7.370 7.003
N 2.054 -5.436 7.093
H 2.672 -8.346 7.240
H 3.371 -7.057 6.248
H 2.651 -5.373 6.281
H 1.644 -4.680 7.622
C 7.317 1.397 6.552
O 7.268 0.561 7.407
N 6.247 2.075 6.204
N 8.461 1.887 6.092
H 6.068 2.645 5.389
H 5.561 2.041 6.944
H 9.331 1.496 6.425
H 8.344 2.872 5.900
C -6.616 -2.295 -2.658
O -5.570 -2.137 -3.211
N -6.812 -3.161 -1.641
N -7.699 -1.713 -3.085
H -6.115 -3.816 -1.317
H -7.745 -3.345 -1.301
H -8.556 -1.639 -2.556
H -7.458 -1.272 -3.961
C 1.216 7.085 4.127
O 1.709 6.340 3.216
N 1.858 7.531 5.102
N 0.064 7.671 4.100
H 1.226 7.790 5.846
H 2.817 7.228 5.196
H -0.083 8.440 4.738
H -0.428 7.576 3.223
C 6.792 -4.314 1.567
O 6.082 -4.820 2.476
N 7.922 -3.807 1.721
N 6.619 -4.376 0.232
H 8.211 -3.632 2.673
H 8.370 -3.557 0.851
H 5.664 -4.495 -0.075
H 7.426 -4.764 -0.236
C -8.207 3.582 2.565
O -8.305 4.785 2.492
N -7.128 2.806 2.585
N -9.351 2.894 2.531
H -7.153 1.820 2.807
H -6.266 3.330 2.620
H -9.135 1.908 2.496
H -10.298 3.245 2.530
C -0.366 0.507 -9.473
O 0.743 0.657 -9.987
N -1.262 -0.294 -10.010
N -0.795 1.140 -8.409
H -1.138 -0.704 -10.925
H -1.957 -0.643 -9.366
H -1.588 0.827 -7.869
H -0.276 1.944 -8.085
C 2.283 7.319 -4.102
O 1.856 7.120 -5.219
N 2.354 6.441 -3.163
N 2.944 8.422 -3.891
H 2.849 6.472 -2.283
H 1.931 5.527 -3.235
H 2.782 8.745 -2.948
H 2.905 9.179 -4.558
C 1.492 -6.226 -5.780
O 2.088 -6.820 -6.668
N 0.832 -6.744 -4.772
N 1.493 -4.933 -5.675
H 0.260 -6.018 -4.365
H 0.705 -7.719 -4.540
H 0.936 -4.539 -4.930
H 2.133 -4.353 -6.198
C -4.259 7.865 -2.649
O -3.485 7.194 -2.141
N -4.094 8.344 -3.864
N -5.495 8.014 -2.221
H -4.844 8.891 -4.262
H -3.224 8.077 -4.303
H -5.788 7.646 -1.328
H -5.845 8.895 -2.571
```

Atomic partial charges in e from the Mulliken method, atoms 1 to 6: C 0.61; O -0.61; N -0.41; N -0.39; H 0.24; H 0.18

Record 3
Entry from the OMol25 dataset: an isolated molecule of C14H16N2O4 (the ωB97M-V functional and the def2-TZVPD basis).

- Charge: 0
- Relative energy (zero: lowest compared OMol25 entry of this formula, charge and spin): 34.4 kcal per mole
- 2S+1: 1
- SMILES: COC(=O)c1cccc(OC[C@@H](O)Cn2ccnc2)c1

```
36
C14H16N2O4 (the ωB97M-V functional and the def2-TZVPD basis)
C 0.278 2.767 -3.717
H 0.568 3.814 -3.832
H -0.714 2.630 -4.150
H 1.000 2.114 -4.200
O 0.270 2.407 -2.343
C -0.528 3.147 -1.553
O -1.201 4.056 -1.970
C -0.487 2.716 -0.134
C -1.321 3.358 0.774
C -1.302 2.972 2.103
C -0.465 1.957 2.520
C 0.375 1.306 1.612
C 0.361 1.692 0.280
H 0.994 1.229 -0.459
O 1.156 0.331 2.158
C 2.011 -0.471 1.367
C 1.344 -1.820 1.036
O 1.047 -2.515 2.215
H 0.592 -1.910 2.816
C 0.078 -1.638 0.165
N -0.485 -2.909 -0.184
C -1.460 -3.586 0.468
N -1.700 -4.747 -0.071
C -0.840 -4.849 -1.117
C -0.074 -3.724 -1.203
H 0.698 -3.434 -1.886
H -0.830 -5.721 -1.740
H -1.971 -3.189 1.322
H -0.671 -1.067 0.723
H 0.334 -1.094 -0.749
H 2.060 -2.448 0.494
H 2.882 -0.672 1.999
H 2.345 0.040 0.462
H -0.436 1.647 3.553
H -1.943 3.464 2.819
H -1.967 4.147 0.423
```

Atomic partial charges in e from the natural (NBO) method, atoms 1 to 6: C -0.26; H 0.20; H 0.20; H 0.19; O -0.51; C 0.76

Record 4
Entry from the OMol25 dataset: a cluster of 2 separate species, C10H18N4O2P in total (the ωB97M-V functional and the def2-TZVPD basis).

- Charge: +1
- Relative energy (zero: lowest compared OMol25 entry of this formula, charge and spin): 0.0 kcal per mole
- 2S+1: 1

```
35
C10H18N4O2P (the ωB97M-V functional and the def2-TZVPD basis)
N 1.237 2.089 -0.063
P 0.806 1.675 -1.479
C -1.018 1.742 -1.901
C -1.590 0.351 -1.679
N -3.111 0.336 -1.595
C -3.758 1.517 -0.888
C -3.072 2.808 -1.272
N -1.653 2.681 -0.990
H 0.529 2.376 0.597
H 1.392 2.348 -2.565
H 1.095 0.350 -1.881
H -1.119 2.024 -2.960
H -1.242 -0.089 -0.745
H -1.324 -0.304 -2.504
H -3.383 -0.510 -1.092
H -3.497 0.242 -2.536
H -3.640 1.319 0.174
H -4.811 1.505 -1.156
H -3.292 3.061 -2.320
H -3.499 3.592 -0.646
H -1.199 3.587 -1.030
C 2.674 -1.069 0.634
C 2.229 -0.673 1.888
C 2.159 -1.595 2.921
C 2.542 -2.897 2.660
C 3.001 -3.315 1.425
C 3.065 -2.382 0.401
N 2.451 -3.894 3.755
O 2.011 -3.514 4.822
O 2.802 -5.030 3.509
H 2.722 -0.335 -0.160
H 1.947 0.359 2.050
H 1.824 -1.327 3.912
H 3.297 -4.345 1.287
H 3.425 -2.684 -0.573
```

Atomic partial charges in e from the natural (NBO) method, atoms 1 to 6: N -1.28; P 1.36; C -0.39; C -0.23; N -0.50; C -0.22

For reference, calculated total energy by record: -391.7125 -2703.2044 -953.5551 -1102.3144 Eh.
For reference, Kohn-Sham gap by record: 0.39945 0.34736 0.32769 0.30602 Ha.